Entry from the Open Molecules 2025 dataset: 2 unconnected molecules or ions with the total composition C3H2O2 in a non-equilibrium geometry (ωB97M-V/def2-TZVPD).

Properties
Energy relative to the best compared isomer or geometry (same formula, charge and spin) ... 69.6 kcal per mole
LUMO level ... 0.83 eV

Each line ends with the natural charge from an NBO analysis.
Cartesian coordinates (Å):
1 O -2.777 0.642 0.261  -0.5046
2 O 0.488 0.545 0.184  -0.4103
3 C -2.556 0.758 1.359  0.5052
4 C 1.292 -0.484 -0.548  -0.2870
5 C 0.059 -0.616 0.301  0.3076
6 H 1.402 -0.274 -1.596  0.2087
7 H 2.091 -0.570 0.040  0.1804



Entry from the Open Molecules 2025 dataset: a single C5H11B molecule in a non-equilibrium geometry (ωB97M-V/def2-TZVPD).

Properties
Energy relative to the best compared isomer or geometry (same formula, charge and spin) ... 71.6 kcal per mole
LUMO level ... 0.70 eV
SMILES string ... CB1[C@@H](C)[C@@H]1C

Each line ends with the natural charge from an NBO analysis.
Cartesian coordinates (Å):
1 C 1.242 -1.695 0.366  -0.6016
2 C -2.436 -0.429 -1.045  -0.8903
3 C 0.539 0.724 -0.268  -0.5708
4 C 0.750 2.088 0.425  -0.5962
5 C 0.421 -0.545 0.702  -0.5868
6 B -0.716 -0.200 -0.277  0.8549
7 H -0.222 2.548 0.287  0.2058
8 H -2.629 -1.552 -0.752  0.2327
9 H 0.666 -2.662 0.210  0.2023
10 H -3.023 0.410 -0.498  0.2382
11 H 1.186 0.541 -1.060  0.2248
12 H 2.051 -1.938 1.141  0.2110
13 H 0.336 -0.242 1.730  0.2412
14 H -2.373 -0.239 -2.039  0.2089
15 H 1.527 2.730 0.079  0.2172
16 H 1.799 -1.468 -0.502  0.2068
17 H 0.883 1.930 1.500  0.2021



Entry from the Open Molecules 2025 dataset: 5 unconnected molecules or ions with the total composition C19H38O9 in a non-equilibrium geometry (ωB97M-V/def2-TZVPD).

Properties
Energy relative to the best compared isomer or geometry (same formula, charge and spin) ... 243.1 kcal per mole
LUMO level ... 0.27 eV
SMILES string ... CCOC(C)=O.CCOC(C)=O.CCOC(C)=O.CCOC(C)=O.CC(C)=O

Each line ends with the natural charge from an NBO analysis.
Cartesian coordinates (Å):
1 O -4.097 4.145 3.597  -0.5825
2 O -1.840 1.638 -1.217  -0.5395
3 O 0.499 0.360 -7.232  -0.5545
4 O 0.763 -1.287 -5.607  -0.5633
5 O -2.276 3.869 5.065  -0.5309
6 O -4.004 -4.418 0.518  -0.5224
7 O 5.624 2.723 1.716  -0.6032
8 O 5.975 1.145 0.163  -0.5230
9 O -3.825 -6.443 1.476  -0.6008
10 C 0.600 -0.748 -6.939  0.8271
11 C -2.056 5.031 7.146  -0.5970
12 C -3.663 -2.265 1.541  -0.6291
13 C -1.063 -0.643 -1.074  -0.7295
14 C 7.415 1.397 -0.009  -0.0997
15 C 1.068 -0.389 -4.543  -0.0323
16 C -1.064 0.774 -0.612  0.5696
17 C -3.339 -3.758 1.574  -0.0779
18 C -3.015 3.675 3.892  0.8003
19 C -2.197 2.856 2.935  -0.7460
20 C 1.642 -1.127 -3.487  -0.5972
21 C -4.201 -5.759 0.516  0.7956
22 C 5.187 1.925 0.867  0.8142
23 C 3.665 1.545 0.627  -0.7105
24 C 0.441 -1.900 -7.943  -0.6712
25 C -3.036 4.667 6.105  -0.0634
26 C 7.950 0.257 -0.867  -0.6672
27 C -4.854 -6.257 -0.801  -0.6104
28 C -0.369 0.979 0.723  -0.7107
29 H 7.652 -0.854 -0.661  0.2218
30 H -2.629 1.864 2.710  0.2481
31 H -0.297 -2.536 -7.544  0.2267
32 H 1.385 -2.433 -7.957  0.2344
33 H 0.323 0.103 -4.323  0.1616
34 H -4.796 -2.249 1.604  0.2211
35 H 3.170 0.636 0.739  0.2338
36 H -1.550 4.135 7.580  0.2123
37 H -3.364 5.637 5.653  0.1935
38 H 7.325 0.204 -1.893  0.2117
39 H 1.810 -0.369 -2.775  0.2070
40 H -1.286 -1.409 -0.268  0.2345
41 H -2.275 3.299 1.987  0.2457
42 H -3.444 -4.122 2.646  0.2013
43 H -2.313 -4.036 1.334  0.1769
44 H -3.787 4.124 6.489  0.1815
45 H 1.033 -1.758 -3.255  0.1919
46 H -3.382 -1.860 0.576  0.2106
47 H -0.483 1.892 1.175  0.2336
48 H -1.088 2.998 3.122  0.2334
49 H 3.180 2.327 1.148  0.2303
50 H -5.360 -5.746 -1.221  0.1566
51 H 1.742 0.379 -5.047  0.1632
52 H -1.145 5.649 6.668  0.2020
53 H 3.584 1.959 -0.263  0.2234
54 H -5.670 -7.084 -0.555  0.2267
55 H -3.229 -1.715 2.376  0.2191
56 H 8.996 0.124 -1.136  0.2372
57 H -0.124 -0.876 -1.433  0.2323
58 H -4.006 -6.595 -1.449  0.2336
59 H -2.471 5.635 7.773  0.2027
60 H 2.517 -1.778 -3.716  0.2120
61 H -1.673 -0.864 -2.036  0.2447
62 H 0.069 -1.473 -8.633  0.1967
63 H -0.625 0.222 1.475  0.2338
64 H 7.708 2.332 -0.729  0.2115
65 H 0.672 0.859 0.599  0.2283
66 H 7.874 1.409 1.101  0.2198



Entry from the Open Molecules 2025 dataset: 2 unconnected molecules or ions with the total composition C2H3NO2 in a non-equilibrium geometry (ωB97M-V/def2-TZVPD).

Properties
Energy relative to the best compared isomer or geometry (same formula, charge and spin) ... 134.1 kcal per mole
LUMO level ... 0.22 eV
SMILES string ... O=NO.C#C

Each line ends with the natural charge from an NBO analysis.
Cartesian coordinates (Å):
1 O 1.254 -0.665 -0.793  -0.3211
2 O 2.854 0.381 0.369  -0.4890
3 N 2.093 -0.684 0.082  0.3530
4 C -1.580 -0.068 -0.185  -0.2285
5 C -1.207 -0.931 0.548  -0.2200
6 H -1.344 -1.570 1.368  0.2260
7 H -1.440 0.606 -0.978  0.2242
8 H 2.512 1.106 -0.191  0.4555



Entry from the Open Molecules 2025 dataset: a molecular structure, C5H3ClOS in a non-equilibrium geometry (ωB97M-V/def2-TZVPD).

Properties
Energy relative to the best compared isomer or geometry (same formula, charge and spin) ... 111.3 kcal per mole
LUMO level ... -1.65 eV

Each line ends with the natural charge from an NBO analysis.
Cartesian coordinates (Å):
1 Cl 1.976 -0.011 -0.164  -0.0188
2 S -1.122 2.371 -0.839  0.2037
3 O -1.457 -1.556 -1.794  -0.4968
4 C -0.578 1.035 -0.117  -0.1979
5 C -0.325 0.986 1.321  -0.0946
6 C -0.341 -1.415 -1.101  0.4099
7 C 0.100 0.575 2.491  -0.1379
8 C 0.297 -0.089 -0.852  -0.3717
9 H 0.562 0.379 -1.883  0.2933
10 H 0.487 0.130 3.423  0.2634
11 H 0.400 -2.406 -0.486  0.1474



Entry from the Open Molecules 2025 dataset: a single C3H7NO2 molecule (ωB97M-V/def2-TZVPD).

Properties
Energy relative to the best compared isomer or geometry (same formula, charge and spin) ... 23.2 kcal per mole
LUMO level ... 0.86 eV
SMILES string ... COCC(N)=O

Each line ends with the natural charge from an NBO analysis.
Cartesian coordinates (Å):
1 O -0.293 -0.600 -0.501  -0.5503
2 O 1.749 1.417 1.581  -0.6184
3 N 1.608 1.136 -0.668  -0.8196
4 C -1.551 -1.234 -0.487  -0.2452
5 C 1.237 0.891 0.606  0.6497
6 C -0.017 0.055 0.714  -0.1627
7 H -0.769 0.834 0.897  0.1947
8 H -2.364 -0.517 -0.308  0.1688
9 H 2.363 1.783 -0.784  0.4011
10 H 0.063 -0.649 1.558  0.1988
11 H 1.262 0.591 -1.442  0.4166
12 H -1.587 -2.003 0.295  0.1700
13 H -1.700 -1.705 -1.462  0.1963



Which value of energy relative to the best compared isomer or geometry (same formula, charge and spin) does entry 2 give?
71.6 kcal per mole



Which of these has the highest energy relative to the best compared isomer or geometry (same formula, charge and spin)?
C19H38O9